A structure of composition C20H24AsN3OTc, computed with ωB97M-V with the def2-TZVPD basis set.

Calculated values
- Multiplicity: 4
- LUMO energy (spin up / spin down): -15.7 / -15.8 eV
- Frontier orbital gap (spin up / spin down): 5.30 / 5.27 eV
- Energy relative to the best compared isomer or geometry (same formula, charge and spin): 0.0 kJ/mol
- Molar mass: 495.4 g mol⁻¹
- Net charge: +4

Geometry as XYZ:
```
50
Properties=species:S:1:pos:R:3:lowdin_charge:R:1
C -1.85 -3.43 1.32 0.079
O 0.88 -0.03 -1.21 -0.600
H -0.25 1.69 4.52 0.144
As 2.51 -0.61 -1.65 1.179
C -0.96 -1.45 3.46 0.088
N -0.72 0.04 1.61 -0.033
C -0.21 3.58 2.46 0.080
C -1.00 -1.20 2.07 -0.149
H -2.82 -4.24 -1.81 0.156
H -2.71 -5.22 0.47 0.156
C -0.43 0.87 3.84 0.091
C -0.36 2.37 1.78 -0.180
C -1.41 -2.14 1.05 -0.181
C -2.35 -4.21 0.28 0.058
N -0.51 2.33 0.41 -0.025
H 1.80 -0.69 -4.04 0.069
C 2.56 -2.47 -1.28 -0.153
H -1.59 -2.43 -3.34 0.121
C -0.48 1.09 2.44 -0.147
C 3.73 0.39 -0.59 -0.151
H -1.75 3.00 -1.99 0.107
H 3.65 1.45 -0.82 0.069
H 2.44 -2.65 -0.21 0.063
C 2.62 -0.21 -3.50 -0.142
Tc -0.69 0.35 -0.33 1.836
C -0.53 3.46 -0.30 -0.260
H -0.10 5.72 2.23 0.157
H 0.00 2.72 -2.23 0.078
H 3.56 0.20 0.47 0.064
C -2.04 -1.77 -2.59 0.007
H 4.74 0.04 -0.85 0.087
C -2.41 -3.68 -0.98 0.067
C -0.39 4.71 0.36 0.073
H -0.63 -0.59 5.40 0.160
C -1.94 -2.36 -1.23 -0.264
H -1.83 -3.83 2.33 0.142
H -0.42 5.62 -0.23 0.152
H -0.66 4.35 -2.24 0.117
C -0.22 4.77 1.72 0.064
H 1.80 -2.99 -1.86 0.063
H -3.10 -1.67 -2.87 0.129
H 3.54 -2.83 -1.59 0.086
C -0.74 3.37 -1.77 -0.002
N -1.43 -1.63 -0.23 -0.023
H -1.18 -2.43 3.85 0.144
H -0.10 3.61 3.53 0.142
C -0.66 -0.41 4.33 0.070
H 3.57 -0.62 -3.86 0.089
H 2.62 0.87 -3.65 0.071
H -1.57 -0.79 -2.68 0.053
```

=====

A structure of composition C3H6KS2, computed with ωB97M-V with the def2-TZVPD basis set.

Calculated values
- LUMO energy: -3.6 eV
- Frontier orbital gap: 9.12 eV
- Energy relative to the best compared isomer or geometry (same formula, charge and spin): 73.0 kJ/mol
- Molar mass: 145.3 g mol⁻¹
- Net charge: +1

Geometry as XYZ:
```
12
Properties=species:S:1:pos:R:3:lowdin_charge:R:1
S -1.27 -1.45 -0.33 0.486
H -0.05 2.20 -0.24 0.099
H 0.55 1.14 -1.55 0.100
S -1.69 0.56 -0.81 0.486
H 0.82 -1.93 0.73 0.099
C 0.01 1.15 -0.58 -0.497
K -2.69 -0.24 1.38 0.698
C 0.51 -1.19 -0.03 -0.497
H 1.78 0.49 0.51 0.139
C 0.70 0.25 0.43 -0.321
H 0.25 0.39 1.44 0.107
H 1.08 -1.39 -0.95 0.100
```

=====

A structure of composition C33H27NO4S2, computed with ωB97M-V with the def2-TZVPD basis set.

Calculated values
- LUMO energy: -1.9 eV
- Frontier orbital gap: 4.41 eV
- Molar mass: 565.7 g mol⁻¹
- Net charge: 0

Geometry as XYZ:
```
67
Properties=species:S:1:pos:R:3:lowdin_charge:R:1
C -3.42 1.23 0.28 -0.106
H -4.45 -6.26 -0.24 0.100
C 3.46 0.56 3.46 -0.041
C -2.57 -5.26 0.14 -0.083
C 5.13 -2.24 -2.41 -0.084
H -3.65 1.82 1.17 0.099
C 2.57 -1.34 -1.72 -0.271
H 1.10 4.35 4.63 0.119
H -2.35 -5.84 1.04 0.103
C -0.02 3.02 0.70 -0.123
H -2.48 4.84 -0.86 0.117
H -5.37 1.56 -0.64 0.095
C 1.96 1.73 1.35 -0.110
H -0.79 3.02 -1.30 0.137
H 2.73 -2.62 -0.01 0.117
H 3.41 0.73 0.08 0.128
C 3.05 0.84 1.10 -0.012
H -1.47 0.55 0.98 0.113
C -2.71 0.09 -2.17 -0.040
C 2.55 1.58 3.74 -0.022
C 1.76 2.16 2.71 -0.093
H 2.72 -0.06 -3.44 0.112
H -3.23 -3.32 -3.16 0.109
H -0.55 3.67 4.53 0.087
C 3.22 -0.83 -2.86 -0.050
H -4.88 -5.01 -2.37 0.103
C 0.99 2.08 0.39 0.095
C -0.13 3.54 2.03 -0.111
O 1.29 -0.58 0.33 -0.357
C -1.11 4.53 2.27 -0.011
S -0.74 -2.36 -2.12 0.683
C -3.74 -5.50 -0.58 -0.091
N 0.71 3.03 3.00 -0.009
O 1.19 0.72 -1.93 -0.393
C 4.50 -2.73 -1.25 -0.074
C -4.36 1.16 -0.77 -0.102
H 4.98 -0.87 -4.09 0.107
H -0.71 -4.17 0.21 0.114
H -1.25 4.92 3.28 0.099
H 4.99 -3.48 -0.62 0.105
C -1.83 4.47 -0.06 -0.055
S 1.08 -0.52 -1.12 0.761
C 3.23 -2.28 -0.91 -0.074
H 1.28 2.04 -0.65 0.105
H 2.42 1.85 4.79 0.096
C -1.66 -4.30 -0.31 -0.055
H -2.60 5.84 1.43 0.113
O -1.09 -2.06 -3.49 -0.336
C 3.69 0.16 2.13 -0.053
C 0.51 3.47 4.38 -0.013
H 0.78 2.66 5.05 0.080
C -2.18 0.62 0.15 -0.055
H 4.33 -0.70 1.89 0.118
C -3.08 -3.83 -2.21 -0.062
C -1.91 5.02 1.24 -0.043
C -3.99 0.60 -2.00 -0.085
C -3.99 -4.80 -1.77 -0.081
H 4.00 0.08 4.27 0.115
C -1.80 0.02 -1.08 -0.262
C -0.90 3.47 -0.31 0.000
H -4.69 0.58 -2.84 0.103
C -0.63 -0.83 -1.18 -0.390
O 0.50 -3.07 -1.84 -0.363
H -2.40 -0.33 -3.12 0.097
C -1.95 -3.53 -1.44 -0.250
C 4.49 -1.28 -3.20 -0.073
H 6.11 -2.62 -2.69 0.101
```

=====

A cluster of 2 separate species, C7H8N2O2 in total, computed with ωB97M-V with the def2-TZVPD basis set.

Calculated values
- LUMO energy (spin up / spin down): 0.2 / 0.2 eV
- Structure (SMILES): [O-]C1=CC=C2C[N@H+]12.CN=C=O
- Frontier orbital gap (spin up / spin down): 8.44 / 8.44 eV
- Energy relative to the best compared isomer or geometry (same formula, charge and spin): 508.9 kJ/mol
- Molar mass: 152.2 g mol⁻¹
- Net charge: 0

Geometry as XYZ:
```
19
Properties=species:S:1:pos:R:3:lowdin_charge:R:1
H -0.98 0.59 2.19 0.067
C 1.12 1.93 -0.51 -0.376
N -1.91 0.82 0.35 0.030
N 1.88 1.09 -0.21 0.064
H -0.97 -2.08 -0.53 0.107
H -3.62 -1.42 -1.40 0.121
O 0.49 2.90 -0.70 0.114
H 3.17 0.02 -1.40 0.080
H 2.99 -0.32 0.33 0.041
C -1.65 -1.28 -0.40 -0.068
H -1.93 1.85 0.30 0.182
C -3.20 0.42 -0.41 -0.370
C -0.88 -0.26 0.24 -0.172
C -1.50 0.05 1.54 -0.025
O -4.07 1.25 -0.56 0.097
C 2.54 -0.11 -0.56 -0.082
C -2.86 -0.89 -0.82 -0.030
H 1.78 -0.95 -0.61 0.094
H -2.15 -0.73 1.90 0.128
```

=====

A structure of composition C42H50BrCuN4O11P2S, computed with ωB97M-V with the def2-TZVPD basis set.

Calculated values
- Multiplicity: 2
- LUMO energy (spin up / spin down): 2.2 / 2.2 eV
- Frontier orbital gap (spin up / spin down): 6.25 / 6.82 eV
- Molar mass: 1024.3 g mol⁻¹
- Net charge: -1

Geometry as XYZ:
```
112
Properties=species:S:1:pos:R:3:lowdin_charge:R:1
H -2.46 0.03 -2.31 0.065
H 9.00 -3.28 2.50 0.106
O -0.13 0.42 -2.34 -0.033
H -3.92 5.66 2.75 0.084
C 3.28 -0.02 1.31 -0.180
C 2.49 -2.87 -2.08 0.041
H -5.11 4.81 -4.24 0.089
H -1.70 -4.90 0.46 0.101
C -3.94 0.56 -3.81 -0.363
C -2.48 4.25 2.03 -0.438
Cu 0.14 1.25 -0.59 0.386
H 9.14 -0.94 2.08 0.096
C 3.14 -3.99 -1.50 -0.016
C -1.05 -3.00 -2.23 -0.226
Br 1.92 1.45 5.80 0.654
H -4.77 0.09 -4.31 0.138
C -3.16 4.99 3.15 -0.045
C -4.18 -1.11 2.93 -0.043
C 7.05 -3.95 -0.76 -0.020
C -1.83 5.14 1.00 -0.037
H -3.96 -0.94 -2.23 0.095
H -6.00 3.28 -4.23 0.074
O -2.38 2.59 -2.08 -0.228
C 8.80 -2.80 0.42 -0.298
C -4.31 1.64 -0.37 -0.199
H 7.10 -4.87 2.48 0.112
H -1.74 -0.64 4.23 0.088
H -1.22 -2.76 1.59 0.101
H -2.21 1.73 -4.33 0.078
C 1.76 0.20 3.27 -0.146
C -3.10 -0.08 2.66 -0.447
C 8.12 -3.09 -0.77 0.007
C -1.17 -2.82 0.50 -0.063
C 6.64 -4.55 0.43 -0.280
H -2.77 -1.23 -3.51 0.040
O -1.78 1.62 0.72 -0.253
H -3.53 1.82 -5.51 0.077
H 2.99 -4.97 -1.95 0.109
C -0.77 -1.80 -1.61 -0.146
C -0.41 -0.74 -2.65 -0.541
C 1.66 2.62 3.19 -0.145
O -4.59 1.64 -3.04 -0.200
C -0.84 -1.69 -0.23 -0.009
H 3.77 0.93 1.51 0.147
C 3.94 -3.96 -0.36 -0.209
O -2.23 -2.85 -4.55 -0.327
C -5.89 4.25 -2.31 -0.426
H -2.45 -0.43 1.87 0.108
C -1.39 -4.13 -1.52 -0.031
H 1.75 3.56 3.72 0.078
H -3.72 -2.07 3.19 0.082
C -3.25 -0.46 -2.90 -0.052
C 3.96 -1.12 2.14 -0.014
H 8.44 -2.60 -1.68 0.121
H -4.33 0.56 -0.51 0.076
O -3.51 3.46 1.34 -0.174
H -7.96 3.80 -1.97 0.084
O 2.43 -0.37 -1.19 0.054
H -6.88 4.82 -4.12 0.081
H -2.89 0.65 4.68 0.087
C 10.07 -1.15 1.54 -0.084
P -3.82 2.45 -1.92 0.441
H 1.78 -2.98 -2.89 0.089
H -6.92 3.46 -0.58 0.079
H -6.91 2.38 -1.99 0.081
H -2.43 5.57 3.71 0.085
C 1.81 1.39 3.89 -0.721
C -5.97 4.29 -3.82 -0.049
N -0.42 -1.22 -3.90 -0.030
O -4.57 3.84 -1.87 -0.173
C 7.38 -4.35 1.58 -0.042
C -2.99 1.16 -4.83 -0.035
H -1.74 3.56 2.43 0.125
N 5.54 -5.49 0.51 0.059
O 9.80 -1.88 0.35 -0.090
H -1.61 -5.07 -2.02 0.119
O 0.11 -3.60 -4.51 -0.322
C -6.98 3.42 -1.67 -0.055
C 1.78 0.17 1.76 -0.270
O -3.77 1.14 2.22 -0.174
H 1.73 -0.72 3.83 0.098
H -1.50 1.00 3.61 0.078
C 8.45 -3.46 1.58 -0.022
H -0.64 -0.74 0.26 0.077
C -1.45 -4.03 -0.13 -0.071
H -5.30 2.00 -0.10 0.064
H 6.50 -4.15 -1.68 0.120
C 3.67 -1.71 -0.37 -0.199
N 4.41 -5.27 0.06 0.062
C 4.14 -2.74 0.34 -0.091
C 1.25 2.56 1.84 -0.170
H -2.58 5.79 0.54 0.087
H 10.53 -0.22 1.25 0.088
C 2.81 -1.71 -1.42 -0.161
H 10.75 -1.70 2.21 0.087
C -2.26 0.26 3.87 -0.031
C 1.19 1.41 1.08 -0.131
H 0.94 3.50 1.39 0.077
H -3.64 4.29 3.84 0.081
S -0.91 -2.74 -3.97 0.597
N 3.49 -0.37 -0.11 0.105
H -2.52 0.36 -5.40 0.087
H 4.05 -0.87 3.19 0.106
H -4.81 -0.79 3.76 0.083
H -4.81 -1.25 2.05 0.080
C 4.38 -2.33 1.74 0.001
H 4.78 -3.02 2.47 0.101
H -5.96 5.27 -1.94 0.137
H 1.28 -0.75 1.41 0.121
H -1.06 5.75 1.47 0.086
H -1.37 4.53 0.21 0.082
P -3.18 1.96 0.98 0.471
```

=====

A cluster of 3 separate species, C4H13NO3 in total, computed with ωB97M-V with the def2-TZVPD basis set.

Calculated values
- Multiplicity: 2
- LUMO energy (spin up / spin down): -5.2 / -9.5 eV
- Frontier orbital gap (spin up / spin down): 9.29 / 5.03 eV
- Energy relative to the best compared isomer or geometry (same formula, charge and spin): 264.4 kJ/mol
- Molar mass: 123.2 g mol⁻¹
- Net charge: +1

Geometry as XYZ:
```
21
Properties=species:S:1:pos:R:3:lowdin_charge:R:1
H 0.80 -0.22 0.01 0.154
H 1.98 1.44 0.80 0.140
H 0.20 1.19 4.20 0.038
O 0.21 0.24 -2.62 0.258
H 1.19 1.94 -2.08 0.181
H 1.07 2.60 0.17 0.134
H -2.21 -1.35 -0.07 0.087
H 1.28 -3.92 -1.62 0.051
O 0.67 -3.23 -1.31 -0.066
C -1.13 0.55 -0.02 -0.179
H -0.34 0.47 3.04 -0.015
C -1.52 -0.81 0.58 -0.055
H -0.68 -1.42 0.90 0.084
C 0.63 1.00 -1.84 -0.067
H 0.82 -2.38 -1.77 0.018
C 0.36 0.74 -0.29 -0.274
H -1.80 0.72 -0.87 0.124
H -2.17 -0.69 1.46 0.095
O -0.36 0.44 3.99 -0.033
N 1.01 1.67 0.59 0.203
H -1.46 1.39 0.60 0.124
```

=====

Values for max |F|, eV/A, ordered as above
1.888 4.932 4.790 4.021 0.770 3.559